Molecular formula: C34H32ClN5O6PtS
Method: DFT, ωB97M-V/def2-TZVPD

ORCA input file:
```
! RIJCOSX wB97M-V def2-TZVPD def2/J DEFGRID3
* xyz 2 1
Pt -0.263 0.047 -1.507
Cl 4.616 -4.300 1.320
C 3.676 -3.005 0.691
C 3.794 -1.721 1.255
C 3.063 -0.664 0.773
C 2.159 -0.841 -0.284
O 1.518 0.237 -0.709
C 2.042 -2.134 -0.856
C 1.282 -2.352 -2.027
N 0.402 -1.525 -2.512
C -0.078 -1.528 -3.848
C -0.387 -2.600 -4.628
C -0.739 -2.381 -5.981
C -0.747 -1.121 -6.511
C -0.426 0.002 -5.705
C -0.378 1.334 -6.178
C -0.024 2.339 -5.319
C 0.223 2.037 -3.971
N 0.154 0.816 -3.479
C -0.120 -0.211 -4.356
C 2.829 -3.202 -0.361
H 4.476 -1.575 2.083
H 3.158 0.322 1.206
H 1.493 -3.240 -2.620
H -0.357 -3.607 -4.230
H -0.985 -3.231 -6.602
H -0.995 -0.964 -7.552
H -0.602 1.543 -7.217
H 0.066 3.363 -5.649
H 0.509 2.824 -3.282
H 2.751 -4.181 -0.818
C -1.649 3.116 1.320
C -1.618 2.444 -0.011
O -0.736 1.573 -0.205
N -2.532 2.791 -0.911
C -2.537 2.290 -2.274
C -3.035 0.876 -2.443
C -4.337 0.645 -2.846
C -4.825 -0.650 -2.921
C -3.991 -1.695 -2.566
C -2.702 -1.407 -2.172
N -2.224 -0.154 -2.131
H -1.258 2.435 2.071
H -2.658 3.420 1.592
H -1.014 4.003 1.281
H -3.287 3.385 -0.603
H -1.528 2.383 -2.635
H -3.156 2.954 -2.872
H -4.969 1.487 -3.095
H -5.843 -0.835 -3.234
H -4.328 -2.721 -2.579
H -2.023 -2.185 -1.852
C 4.374 2.964 5.619
C 3.207 2.022 5.535
C 2.118 2.310 4.714
C 1.040 1.444 4.629
C 1.056 0.266 5.363
C 2.123 -0.038 6.197
C 3.187 0.843 6.278
S -0.296 -0.855 5.266
O -1.444 -0.099 4.841
O -0.328 -1.675 6.435
N 0.167 -1.874 4.048
C -0.028 -1.436 2.678
C -1.469 -1.604 2.163
C -1.688 -0.834 0.892
O -0.704 -1.114 0.002
O -2.588 -0.062 0.680
H 4.053 4.000 5.517
H 5.091 2.760 4.821
H 4.899 2.859 6.567
H 2.103 3.242 4.161
H 0.164 1.695 4.044
H 2.102 -0.944 6.787
H 4.012 0.621 6.944
H -0.095 -2.829 4.261
H 0.653 -1.999 2.038
H 0.285 -0.391 2.620
H -2.196 -1.245 2.887
H -1.655 -2.664 1.972
*
```

The calculation puts the HOMO-LUMO gap at 6.24 eV. As for the HOMO energy: -12.9 eV. The calculation puts the energy above the lowest of the compared OMol25 structures with the same formula, charge and spin at 63.10 kJ/mol. The calculation puts the LUMO energy at -6.67 eV. For the energy, the calculation gives -3017.27990 Ha.